Entry 1:
45
Properties=species:S:1:pos:R:3:forces:R:3:lowdin_spin:R:1 method="wB97M-V/def2-TZVPD" e_lumo_ev="0.51 / 0.43" charge=0 spin_multiplicity=2 orbital_gap_ev="8.8 / 9.8"
C -1.63398 -2.23787 1.69163 0.161 -0.090 -0.094 0.018
C -0.73034 -1.03545 1.38714 0.759 -0.023 0.520 0.026
C 0.13360 -0.73584 2.64218 0.075 0.176 -0.172 0.005
C 0.18558 -1.37356 0.19278 -0.444 -0.025 -0.565 -0.001
C 0.35355 -0.23337 -0.83317 -0.035 -0.365 0.663 0.001
C 1.06645 0.98175 -0.21761 0.314 0.142 -0.219 0.008
C 2.56233 0.82178 0.05306 -0.017 0.002 0.207 0.001
C 3.13479 2.09025 0.66864 -0.179 0.007 0.020 0.000
O 4.29684 1.77320 1.42509 -0.063 -0.304 -0.347 0.000
P 1.28357 -0.89655 -2.25993 0.266 0.695 -0.414 0.000
N 1.84297 0.11522 -3.29744 -0.392 -0.128 0.443 0.000
O 0.30677 -1.95857 -2.98531 0.086 -0.166 0.136 0.000
O 2.34820 -1.91426 -1.63220 -0.054 0.097 0.147 0.000
C -1.05310 0.13373 -1.32750 0.377 0.089 0.001 -0.001
C -2.04669 0.52504 -0.21425 -0.001 0.794 -0.473 0.026
C -3.40014 -0.12229 -0.50053 -0.107 -0.054 -0.067 0.018
C -2.25920 2.05830 -0.20582 0.139 -0.358 0.365 0.006
N -1.53750 0.18335 1.13193 -0.706 -0.890 -0.168 0.388
O -2.33877 0.47795 2.07749 0.110 0.309 0.161 0.497
H -1.98518 -2.22260 2.71937 -0.220 0.158 -0.021 0.002
H -1.03776 -3.14344 1.56457 0.013 -0.031 0.066 0.001
H -2.47467 -2.30305 1.00501 -0.074 0.022 0.002 0.000
H 1.18226 -0.59413 2.38323 0.010 0.042 -0.027 0.000
H 0.08335 -1.54934 3.36145 -0.010 -0.097 0.008 0.000
H -0.21547 0.16695 3.13705 -0.113 -0.037 0.071 -0.001
H -0.25430 -2.21385 -0.35489 -0.003 -0.036 0.027 0.000
H 1.15168 -1.71898 0.54704 0.033 -0.013 0.124 0.000
H 0.90057 1.84746 -0.86865 0.046 0.025 -0.026 0.000
H 0.59567 1.22647 0.73506 -0.185 0.009 -0.031 0.004
H 3.10730 0.56288 -0.85316 0.073 -0.022 -0.044 0.000
H 2.72983 0.01867 0.77334 -0.006 -0.071 -0.023 0.000
H 2.37641 2.54666 1.31426 -0.012 -0.024 0.067 0.000
H 3.36826 2.82004 -0.11245 0.058 0.029 -0.044 0.000
H 4.38488 2.41607 2.12207 0.138 0.306 0.276 0.000
H 1.65762 1.07394 -3.02685 0.171 0.091 -0.192 0.000
H 0.15031 -1.57905 -3.85641 -0.171 -0.060 -0.290 0.000
H 2.32523 -2.74788 -2.10692 0.133 -0.304 -0.047 0.000
H -1.45184 -0.70654 -1.89356 -0.054 -0.079 0.070 0.000
H -0.95613 0.96329 -2.02855 -0.116 0.046 -0.071 0.000
H -3.32581 -1.19272 -0.69033 0.025 -0.045 0.106 0.000
H -3.80650 0.33179 -1.40577 0.000 0.010 -0.051 0.001
H -4.10065 0.07072 0.30932 0.039 -0.055 0.084 0.002
H -1.43518 2.53326 0.32535 0.038 0.125 -0.106 -0.001
H -2.30791 2.44168 -1.22074 -0.085 0.021 -0.087 0.000
H -3.17687 2.29892 0.32499 -0.017 0.078 0.014 0.000

Entry 2:
105
Properties=species:S:1:pos:R:3:forces:R:3:mulliken_charge:R:1 method="wB97M-V/def2-TZVPD" e_lumo_ev=-2.53 charge=+1 de_lowest_ev=7.909 orbital_gap_ev=7.6
Li -14.85445 -3.84439 17.39583 -0.923 0.458 0.683 0.767
C -14.31352 -2.67114 6.44800 1.036 0.935 -0.152 -0.805
O -15.15095 -2.58345 7.56472 -0.461 0.278 3.112 -0.220
C -14.70218 -1.79047 8.72834 -0.827 -0.154 -0.326 -0.637
C -15.78866 -1.84509 9.85410 -0.648 0.354 -1.221 -0.638
N -17.10262 -1.19893 9.30654 0.205 -2.736 0.035 -0.166
H -17.50222 -0.63442 10.04257 -0.160 0.318 0.060 0.395
H -16.81715 -0.61630 8.53249 -0.300 0.375 -0.581 0.360
C -18.20667 -2.17916 8.82829 -0.484 0.938 -0.341 -0.530
C -19.17790 -1.30254 8.00330 1.001 -0.331 -0.500 -0.570
O -18.51619 -0.77649 6.86269 0.098 1.273 1.878 -0.352
C -18.38218 -1.48787 5.66693 -0.919 -0.036 0.082 -0.581
H -13.28913 -2.98837 6.64319 0.014 -0.393 0.525 0.334
H -14.18819 -1.65141 6.08393 -0.175 -0.028 -0.832 0.336
H -14.73939 -3.38017 5.73806 -0.200 0.380 0.041 0.249
H -14.54013 -0.74869 8.45171 -0.244 0.283 -0.405 0.406
H -13.74141 -2.04946 9.17325 0.033 -0.798 -0.208 0.474
H -15.66474 -1.22012 10.73849 1.146 -0.227 -0.137 0.340
H -15.97532 -2.86931 10.17694 -0.263 0.095 -0.157 0.381
H -18.73052 -2.59066 9.69105 0.317 0.116 0.214 0.440
H -17.79694 -3.00519 8.24701 0.432 0.339 0.077 0.281
H -19.42603 -0.44104 8.62326 -0.242 0.127 -0.093 0.307
H -20.10419 -1.81811 7.74972 0.040 -0.246 -0.013 0.428
H -19.35702 -1.91932 5.43966 0.079 -0.463 -0.302 0.339
H -17.59792 -2.23974 5.75479 0.053 -0.028 -0.417 0.213
H -18.21099 -0.69506 4.93875 0.450 -0.477 -0.234 0.215
C -23.87584 -4.73371 15.63350 -0.823 -2.036 0.792 -0.768
O -23.66091 -4.10518 16.88588 -0.742 -0.133 0.003 -0.363
C -22.74217 -3.08980 16.87008 1.565 0.585 0.890 -0.492
C -22.22932 -2.92215 18.35504 -0.001 -1.693 -0.286 -0.588
N -21.56085 -4.24988 18.83784 1.578 1.810 -0.594 -0.155
H -22.06062 -5.06669 18.51668 -0.688 -0.594 0.770 0.428
H -20.68711 -4.29997 18.33368 0.399 -0.138 -0.887 0.355
C -21.02813 -4.18200 20.24914 -0.894 -0.679 1.778 -0.717
C -20.50364 -5.53623 20.71656 -0.182 -0.295 -1.589 -0.599
O -21.47078 -6.48489 20.36298 -1.240 -1.894 0.598 -0.314
C -21.19474 -7.84130 20.82923 1.478 0.026 -0.057 -0.815
H -24.40039 -4.24430 14.81287 0.332 0.959 0.305 0.324
H -24.56428 -5.51054 15.96619 -0.071 -0.303 -0.508 0.267
H -22.98442 -5.25984 15.29194 0.260 0.336 -0.179 0.347
H -23.16410 -2.17229 16.45992 0.030 0.383 0.360 0.415
H -21.92989 -3.37839 16.20298 0.537 0.154 0.021 0.385
H -23.08956 -2.83926 19.01929 0.118 0.476 -0.043 0.317
H -21.40766 -2.23973 18.57244 -0.603 0.632 -0.431 0.421
H -21.82597 -3.80329 20.88800 -0.106 -0.136 -0.082 0.430
H -20.15328 -3.55195 20.40963 -0.220 0.661 -1.013 0.373
H -20.19051 -5.56556 21.76020 -0.214 0.247 0.101 0.447
H -19.63521 -5.69665 20.07766 0.617 -0.315 0.213 0.359
H -21.03501 -7.89714 21.90601 -0.018 0.459 0.108 0.314
H -20.29052 -8.21168 20.34622 0.527 0.387 0.045 0.302
H -21.83969 -8.69124 20.60620 -1.247 1.086 -0.469 0.314
B -16.57490 -2.13020 18.97216 0.394 -0.460 -0.061 0.370
H -17.24001 -1.34179 19.28880 -2.712 2.780 1.421 -0.217
H -16.73606 -2.19354 17.90715 -0.230 -0.417 -4.796 -0.357
H -15.58274 -1.82697 19.26869 4.202 1.171 0.870 -0.230
H -16.76316 -3.10048 19.40501 -1.063 -3.950 1.932 -0.341
Cl -17.81680 -5.93207 14.67649 -1.310 1.907 -0.452 1.546
O -18.15517 -4.54527 14.30185 0.027 -0.255 1.712 -0.713
O -18.78230 -6.48314 15.65322 1.017 0.639 -1.325 -0.541
O -17.80939 -6.57173 13.41325 -0.358 -2.197 -0.698 -0.636
O -16.49323 -6.00557 15.22634 0.747 0.234 0.957 -0.643
C -19.71961 -12.35655 15.80800 -1.374 -0.208 1.159 -0.740
C -21.06661 -11.68232 15.39537 -1.453 -1.076 0.854 0.920
C -21.75008 -10.93182 16.55261 1.357 0.867 1.392 0.248
F -22.87048 -10.22857 16.34369 -0.480 -0.351 -1.098 -0.284
F -22.00664 -11.72941 17.63359 0.304 -0.324 -0.577 -0.282
F -20.89485 -10.86739 14.39555 1.252 2.567 -1.272 -0.277
F -21.93877 -12.56422 14.81615 0.193 -1.351 1.016 -0.336
O -18.90454 -11.43273 16.54736 1.700 0.755 -0.008 -0.318
C -17.77376 -11.96100 17.29165 -2.635 -0.959 -2.338 0.803
C -16.77025 -10.81179 17.50260 0.486 1.699 -2.595 0.260
F -17.25343 -9.78034 18.19176 -0.843 -0.037 0.834 -0.198
F -15.52130 -11.02230 17.91117 0.574 -1.674 1.670 -0.291
F -18.31143 -12.61372 18.32698 0.926 0.138 0.466 -0.262
F -17.19162 -12.88237 16.45940 0.257 0.376 0.970 -0.283
H -19.39194 -12.75344 14.84718 0.922 0.064 0.278 0.294
H -19.95707 -13.12317 16.54557 -0.223 -0.551 -0.557 0.410
H -20.99293 -10.19960 16.83311 0.118 0.086 0.341 0.183
H -16.52942 -10.46240 16.49860 -1.080 0.053 -0.537 0.146
C -11.76037 -6.99138 9.50293 1.328 -0.284 0.105 -0.460
C -12.01202 -6.90185 10.97050 -2.656 0.383 0.705 -0.596
C -13.17070 -8.00495 11.05477 2.224 0.334 -0.052 -0.375
O -12.59145 -9.04911 10.25350 0.387 -0.591 -0.059 -0.407
C -11.64448 -8.51540 9.30869 -1.588 1.304 -0.793 -0.401
H -10.91738 -6.44347 9.08189 0.214 -0.029 0.250 0.365
H -12.65385 -6.58449 9.02939 -0.062 -0.308 -0.318 0.180
H -12.44130 -5.93242 11.22355 0.077 0.178 0.215 0.287
H -11.20679 -7.10138 11.67753 0.078 -0.331 -0.332 0.299
H -14.14508 -7.77083 10.62597 0.078 0.682 -0.030 0.257
H -13.32717 -8.31242 12.08873 0.100 -0.428 -0.133 0.276
H -11.99709 -8.60850 8.28151 -0.149 -1.010 -0.109 0.256
H -10.65076 -8.96045 9.35899 -0.046 0.107 0.558 0.321
C -11.08109 -7.45847 19.61932 -1.099 0.404 -1.739 -0.455
C -11.71956 -7.01051 20.95443 0.868 -0.764 0.732 -0.506
C -13.06077 -6.34398 20.66676 1.093 0.110 -1.905 -0.383
O -12.75903 -5.81731 19.34366 -0.872 0.215 -1.381 -0.386
C -12.00336 -6.77189 18.54913 0.199 0.021 1.359 -0.406
H -11.09693 -8.52927 19.41623 0.065 -0.035 0.409 0.276
H -10.07885 -7.09110 19.39870 0.091 -0.076 0.742 0.240
H -10.99292 -6.31862 21.38030 -0.423 0.161 0.373 0.233
H -11.81543 -7.86867 21.61964 0.041 0.103 0.164 0.345
H -13.36450 -5.48940 21.27138 0.404 -0.083 0.108 0.270
H -13.92011 -7.01121 20.60025 0.113 -0.372 0.054 0.238
H -11.47354 -6.25549 17.74868 0.194 0.513 0.417 0.291
H -12.57340 -7.51168 17.98712 -0.823 -0.066 0.464 0.257

Entry 3:
110
Properties=species:S:1:pos:R:3:forces:R:3:mulliken_charge:R:1 method="wB97M-V/def2-TZVPD" e_lumo_ev=-4.26 charge=0 orbital_gap_ev=2.9
C -2.41016 -4.26256 2.54276 -0.855 5.758 -4.417 -0.455
C -2.81838 -3.30288 1.72092 2.205 -4.096 3.703 -0.012
C -3.15490 -2.05682 0.72264 1.004 -1.102 0.503 -0.701
C -1.79541 -1.14917 0.67731 2.087 0.216 -1.790 0.178
C -0.71291 -1.40368 -0.45097 -1.331 1.868 3.323 -0.421
C 0.68035 -0.57921 -0.55505 -1.090 1.696 3.508 0.613
O 1.61977 -0.87379 -1.62892 -2.859 0.801 1.533 -0.470
C 0.86229 -0.62006 -2.85200 -0.432 0.319 -1.978 -0.164
C 1.75532 -0.64932 -4.22383 -1.842 -0.344 0.352 0.045
C 0.70295 -0.94091 -5.45015 1.399 0.714 0.433 -0.737
O 2.27713 0.69599 -4.45762 0.597 -0.757 1.047 -0.540
C 0.97491 0.52259 0.52506 -2.134 -2.366 -1.294 0.099
C 2.28846 1.42986 0.65180 -0.124 0.023 0.412 -0.991
C 2.47228 2.51128 -0.52717 1.080 0.677 -0.066 0.703
C 3.86907 3.30699 -0.23847 2.305 -0.254 -2.335 0.292
O 4.88808 3.22586 -1.01936 -4.583 0.151 3.846 -0.630
N 3.83727 4.18276 0.99674 -0.346 0.711 -2.321 -0.324
C 3.43245 5.53567 0.44883 -0.601 3.275 -1.268 0.204
C 1.94420 6.09379 0.59831 3.416 2.140 -2.194 -0.236
C 1.61174 7.51380 -0.05714 4.003 -2.412 0.049 -0.459
C 2.77046 8.28472 -0.82321 0.202 -2.313 1.241 -0.403
C 4.25110 7.75356 -0.95058 -2.957 -2.864 2.243 -0.398
C 4.57619 6.34575 -0.29706 -3.565 1.671 0.130 -0.266
C -0.18346 0.76078 1.62324 -0.991 1.081 1.846 0.212
N -0.11021 1.76910 2.67745 -1.490 -2.984 -2.422 -0.410
S -1.51424 1.67765 3.65376 1.293 -3.191 -3.463 0.408
N -2.39944 0.42724 2.87320 3.529 -0.218 -3.225 -0.614
C -1.57505 -0.01788 1.76130 1.328 0.867 0.254 0.478
H -1.68427 -4.85892 3.22680 -1.981 1.189 -1.541 0.327
H -4.06854 -1.45659 1.07936 1.650 -0.892 -0.257 0.367
H -3.43157 -2.46865 -0.33393 0.781 0.711 1.950 0.346
H -0.96775 -2.25037 -1.20561 0.629 1.744 1.513 0.243
H 0.00875 -1.39195 -3.04295 1.498 1.313 0.777 -0.028
H 0.41060 0.44939 -2.74350 0.581 -1.890 -0.503 0.344
H 2.56453 -1.47007 -4.22643 -1.057 1.422 0.277 0.238
H 0.02934 -0.00051 -5.50232 1.051 -1.912 -0.126 0.064
H 0.09848 -1.91058 -5.28156 1.067 1.644 -0.279 0.356
H 1.37951 -1.03495 -6.39796 -1.509 0.140 1.559 0.310
H 2.79894 0.96962 -3.65662 -0.650 -0.582 -1.103 0.334
H 2.20027 2.00223 1.65900 0.071 -0.948 -1.814 0.433
H 3.27746 0.82035 0.73561 -1.954 0.707 -0.309 0.381
H 2.61089 2.04015 -1.58454 -0.398 0.729 2.026 -0.483
H 1.62121 3.30063 -0.54326 1.353 -1.435 0.069 0.241
H 4.78939 4.29866 1.38447 -0.567 -0.246 -0.604 0.407
H 1.16683 5.46452 1.15839 1.320 1.125 -1.004 0.383
H 0.53828 7.90597 0.06830 2.037 -0.496 -0.443 0.336
H 2.46865 9.29798 -1.30491 0.754 -1.989 0.957 0.301
H 5.09240 8.30637 -1.50716 -1.713 -0.833 0.997 0.267
H 5.63932 5.88043 -0.35063 -2.160 0.924 0.048 0.254
B -0.20302 0.93352 8.08822 2.789 -0.671 0.851 0.539
O -0.95400 1.38774 6.90352 -1.226 0.293 -0.192 -0.281
C -2.25083 1.22745 7.17130 0.472 0.939 -2.775 0.863
O -3.14786 1.50774 6.40027 0.502 0.276 0.076 -0.678
C -2.40940 0.67410 8.51129 -0.442 -1.689 3.464 0.333
O -3.45825 0.41156 9.05495 0.499 0.355 -0.624 -0.623
O -1.21070 0.49468 9.06613 -0.795 0.466 -0.767 -0.421
F 0.57208 2.02013 8.62744 -0.761 -0.906 -0.669 -0.368
F 0.65840 -0.16150 7.73753 -0.827 1.357 0.284 -0.381
Al -1.51627 4.24297 4.52106 -0.108 -0.107 0.285 0.715
C -0.64889 3.57857 -5.46872 -1.472 -0.125 -0.914 -1.750
C -1.86705 2.65479 -5.25170 2.947 -2.166 4.872 0.224
O -1.41304 1.42472 -5.25503 0.547 1.624 -0.428 -0.542
H -0.15164 3.38594 -6.42573 -2.259 -1.915 0.911 0.533
H -0.97424 4.62355 -5.47489 -0.458 -0.169 0.258 0.616
H 0.09138 3.47137 -4.66825 -0.578 -0.496 0.189 0.592
H -2.60603 2.95689 -6.04584 -1.936 -0.332 -1.869 0.125
H -2.35639 3.03329 -4.33938 0.519 0.002 0.249 0.137
C -1.22672 -3.26754 8.44977 -0.217 0.677 -0.354 0.652
O -1.59918 -2.35597 7.73157 -0.065 -0.195 -0.049 -0.593
N -0.30385 -4.17789 8.05686 0.661 -0.594 -0.606 -0.409
N -1.70287 -3.45001 9.70395 -0.580 0.065 0.849 -0.392
H 0.01589 -4.93528 8.63335 -0.042 0.127 -0.053 0.142
H 0.07545 -4.07564 7.12833 -0.057 0.011 0.260 0.222
H -2.39229 -2.79150 10.03360 0.202 -0.080 -0.083 0.237
H -1.40934 -4.19365 10.31139 0.003 0.110 -0.097 0.146
Cl -3.89392 1.80070 -5.45012 -2.188 0.460 -1.179 -0.163
C 0.92673 -5.67573 0.28402 0.004 0.039 -0.342 -0.438
C 1.03637 -5.87446 1.73327 -0.012 -0.007 0.267 0.325
N 1.11985 -6.02927 2.87306 -0.096 0.100 -0.722 -0.413
H 1.26580 -6.55471 -0.27061 -0.047 0.002 0.261 0.290
H -0.10540 -5.48035 -0.01949 0.056 -0.060 0.270 0.014
H 1.52928 -4.82805 -0.05359 -0.010 -0.055 0.275 0.228
C -2.63889 -8.40615 -3.86303 -0.171 0.139 0.006 -1.023
C -1.89326 -9.02799 -2.69589 0.009 0.001 -0.021 -0.324
O -1.60727 -8.11132 -1.64740 0.191 0.090 0.024 -0.391
C -2.72780 -7.49776 -1.01812 0.017 -0.077 0.084 -0.006
C -3.67130 -8.48806 -0.35863 -0.008 -0.153 -0.029 -1.152
H -2.09050 -7.54469 -4.25433 0.006 -0.105 0.008 0.277
H -2.76751 -9.13740 -4.66619 0.039 0.069 0.087 0.388
H -3.63116 -8.05529 -3.56839 0.023 -0.090 -0.056 0.264
H -0.92879 -9.40055 -3.05375 -0.007 0.142 0.217 0.312
H -2.43162 -9.89663 -2.30269 -0.079 0.025 -0.030 0.304
H -3.25869 -6.85979 -1.73162 -0.088 -0.035 -0.031 0.262
H -2.32370 -6.83244 -0.24872 0.128 -0.102 -0.147 0.099
H -4.13617 -9.15121 -1.09004 -0.075 0.052 0.007 0.281
H -4.46795 -7.95914 0.17025 0.087 -0.022 -0.033 0.393
H -3.13134 -9.11637 0.35626 -0.040 0.129 -0.042 0.316
Cs 1.27055 4.80199 -6.56217 4.496 3.342 -1.447 1.077
C 7.60143 7.78032 -5.26246 0.329 0.076 -0.135 -0.267
Cl 6.14052 6.82895 -5.57683 0.024 -0.045 -0.058 -0.146
Cl 7.41979 8.79893 -3.83226 0.044 -0.005 -0.032 -0.131
H 8.43923 7.10039 -5.10791 -0.261 0.058 0.061 0.272
H 7.79869 8.41774 -6.12428 -0.167 -0.094 0.179 0.273
C -3.01474 3.11775 -1.05887 -0.030 -0.522 0.336 -0.488
C -3.13105 4.54893 -1.57237 -0.411 0.364 0.652 0.478
O -3.70988 5.35197 -0.80406 0.514 -0.114 -0.702 -0.755
O -2.62645 4.74592 -2.71276 0.198 0.129 -0.403 -0.717
H -3.46872 3.01220 -0.07028 0.009 0.037 -0.094 0.280
H -3.52083 2.43420 -1.74662 0.134 -0.031 -0.020 0.246
H -1.96066 2.83286 -0.98790 0.012 -0.090 -0.122 -0.025

| no. | largest force on an atom (eV/A) | DFT total energy (eV) |
| --- | --- | --- |
| 1 | 1.15 | -33324.625 |
| 2 | 4.82 | -87455.546 |
| 3 | 7.31 | -132221.988 |